#w
Below is a 12-piece molecular cluster, H24O12 overall, with properties calculated with ωB97M-V with the def2-TZVPD basis set.

Results
Orbital gap = 9.68 eV
Lowest unoccupied orbital energy = -0.053 eV
Structure (SMILES) = O.O.O.O.O.O.O.O.O.O.O.O

Structure (XYZ):
```
36
Properties=species:S:1:pos:R:3:nbo_charge:R:1
O -8.88724 -3.37512 3.91055 -0.9886
H -9.36163 -2.82848 4.54218 0.4864
H -7.98141 -3.49463 4.25912 0.5057
O -9.65439 -7.06625 3.25550 -0.9712
H -9.39570 -6.68408 4.09971 0.4666
H -9.25683 -6.47952 2.58015 0.4880
O -5.46682 -7.30402 -0.04167 -0.9946
H -6.21090 -7.41320 0.57013 0.5026
H -5.35257 -8.16410 -0.45760 0.4725
O -2.90654 -7.50438 4.51224 -0.9854
H -3.87416 -7.41474 4.42329 0.4974
H -2.75018 -8.41209 4.78254 0.4864
O -6.18060 -3.81138 4.33487 -0.9760
H -5.40878 -4.25099 3.94782 0.5044
H -5.84031 -3.00687 4.74226 0.4814
O -5.82572 -7.73764 4.74259 -0.9638
H -6.07089 -8.18112 3.91845 0.4954
H -5.99524 -8.38036 5.44043 0.4814
O -7.83862 -7.60044 0.59310 -0.9568
H -8.52765 -7.95071 1.16986 0.4873
H -7.84657 -6.64660 0.76117 0.4974
O -5.99606 -3.89175 0.44112 -0.9640
H -6.29782 -4.74859 0.77636 0.4880
H -5.71179 -4.07004 -0.46129 0.4708
O -8.91432 -4.93452 1.60976 -1.0042
H -9.36519 -4.41258 0.93925 0.4934
H -8.82865 -4.33826 2.38512 0.5140
O -2.99485 -5.99855 0.46132 -0.9870
H -3.90279 -6.22835 0.17892 0.4925
H -3.15871 -5.54808 1.30390 0.4705
O -3.57032 -5.23297 3.18375 -0.9903
H -3.02317 -5.78353 3.77489 0.5185
H -3.23975 -4.33136 3.28359 0.4867
O -6.27135 -6.11026 2.41183 -0.9767
H -6.92327 -5.84374 3.06944 0.4769
H -5.41018 -5.98623 2.83268 0.4944
```

=====

#x
Below is a 12-piece molecular cluster, H24O12 overall, with properties calculated with ωB97M-V with the def2-TZVPD basis set.

Results
Orbital gap = 11.10 eV
Lowest unoccupied orbital energy = 0.213 eV
Structure (SMILES) = O.O.O.O.O.O.O.O.O.O.O.O

Structure (XYZ):
```
36
Properties=species:S:1:pos:R:3:nbo_charge:R:1
O -7.71817 -9.12291 -3.22924 -0.9970
H -8.54186 -8.65026 -3.16452 0.4823
H -7.70046 -9.62818 -4.04396 0.5144
O -7.19706 -11.20213 -5.18714 -0.9758
H -7.34870 -11.39570 -6.10828 0.4773
H -6.22081 -11.17075 -5.12650 0.5047
O -4.46630 -11.58213 -6.21042 -0.9957
H -4.29551 -12.14597 -5.41992 0.5229
H -4.18417 -12.08899 -6.99495 0.4854
O -2.66698 -8.02794 -2.88817 -1.0042
H -2.33468 -8.29956 -2.04374 0.4740
H -2.79081 -7.05008 -2.94345 0.5124
O -5.86739 -10.71466 -1.84423 -0.9644
H -5.67135 -10.88798 -0.92625 0.4728
H -6.28896 -9.85903 -1.92225 0.5073
O -2.19789 -11.91452 -4.59650 -0.9953
H -2.65676 -11.08112 -4.40947 0.5042
H -1.28058 -11.69640 -4.73716 0.4745
O -6.21951 -6.48282 -4.35108 -0.9817
H -6.54892 -7.31875 -4.00859 0.4885
H -6.13737 -6.71851 -5.29011 0.4985
O -4.51917 -13.00847 -3.58174 -0.9603
H -4.72515 -13.00637 -2.64066 0.4785
H -3.59175 -13.32350 -3.57124 0.4892
O -4.17653 -10.07145 -3.88558 -1.0131
H -4.18866 -9.10575 -3.99213 0.4945
H -4.42148 -10.30509 -2.96839 0.5118
O -2.60299 -9.34015 -6.32157 -0.9935
H -2.26065 -9.05574 -5.46178 0.4756
H -3.28794 -10.03716 -6.18048 0.5029
O -5.88736 -8.16300 -6.55724 -0.9537
H -5.07348 -7.93427 -7.00110 0.4861
H -5.62974 -8.85968 -5.95979 0.4827
O -3.65937 -5.56784 -3.79502 -0.9823
H -4.59648 -5.86893 -3.83637 0.5088
H -3.35125 -5.66947 -4.69258 0.4676
```

=====

#y
Below is a 12-piece molecular cluster, H24O12 overall, with properties calculated with ωB97M-V with the def2-TZVPD basis set.

Results
Orbital gap = 9.45 eV
Lowest unoccupied orbital energy = -0.170 eV
Structure (SMILES) = O.O.O.O.O.O.O.O.O.O.O.O

Structure (XYZ):
```
36
Properties=species:S:1:pos:R:3:nbo_charge:R:1
H -1.79757 0.53859 -0.33945 0.4840
H -0.18625 0.78966 -0.47787 0.4638
H -1.52579 -4.04576 3.17626 0.4651
H -1.16926 -2.92205 2.26001 0.4723
H -2.42274 4.19412 -0.03048 0.4871
H -1.81515 5.57903 -0.33559 0.4610
H 1.67701 0.23231 -2.38661 0.4744
H 1.85827 1.06702 -1.14020 0.4647
H -3.18006 -2.30381 -1.68368 0.4819
H -3.70238 -1.86363 -3.01895 0.4571
H 3.07695 0.36830 2.02786 0.4759
H 2.99648 -1.15352 2.03878 0.4658
H -3.12369 1.96716 0.81062 0.4652
H -4.57328 2.16009 0.98231 0.4729
H 1.25206 2.63866 2.53396 0.4632
H 0.25274 1.98352 3.49506 0.4783
H -1.52704 -4.70712 -1.14321 0.4948
H -1.29550 -3.25601 -1.78218 0.4759
H 2.94829 -1.64066 -0.64688 0.4772
H 3.34822 -2.27139 0.53218 0.4379
H 1.31772 -0.24941 1.09908 0.4681
H 0.38037 0.91732 1.22328 0.4464
H 4.18937 0.53722 -3.17312 0.4746
H 3.12119 1.79185 -3.20385 0.4726
O -1.01876 0.73688 -0.92710 -0.9560
O -1.27149 -3.87989 2.19820 -0.9373
O -1.75655 4.67067 -0.64201 -0.9508
O 2.27162 0.36861 -1.62603 -0.9350
O -3.89936 -1.83710 -2.14546 -0.9438
O 2.51178 -0.34119 2.21383 -0.9111
O -3.85608 2.57877 0.56129 -0.9355
O 0.66685 1.80540 2.66776 -0.9385
O -1.95045 -3.93324 -1.58357 -0.9659
O 3.73173 -1.98382 -0.22637 -0.9143
O 0.45706 0.04404 1.58695 -0.9449
O 4.01371 1.41943 -2.89482 -0.9472
```

=====

Tell me which of them is the least stable. Sure, it is #y.